Record 1
Density functional theory data (the ωB97M-V functional and the def2-TZVPD basis) for CH8MnO7 as an isolated structure at a distorted geometry.

Computed properties:
Kohn-Sham gap (alpha / beta) (eV): 8.706 / 7.664
HOMO energy (alpha / beta) (hartree): -0.462 / -0.492

```
! RIJCOSX wB97M-V def2-TZVPD def2/J DEFGRID3
* xyz 1 7
H -35.18303 -11.06131 25.97828
H -35.82055 -6.89529 26.10608
O -37.77611 -9.12419 26.37987
O -36.05461 -8.92893 22.61572
H -34.22216 -9.94178 25.63875
O -37.70542 -7.92936 23.18128
O -35.11630 -10.24546 25.48213
H -38.67100 -9.45491 26.45748
O -36.76810 -7.35155 21.29936
C -36.86546 -8.07678 22.30214
H -34.61965 -7.57787 25.48652
H -37.54147 -8.85599 27.26826
O -35.56950 -7.65314 25.57799
O -37.75303 -10.77795 24.12037
H -38.42615 -10.72434 23.44194
H -38.01374 -11.52533 24.65859
Mn -36.73101 -9.10639 24.60047
*
```

Record 2
Density functional theory data (the ωB97M-V functional and the def2-TZVPD basis) for a 2-piece molecular cluster, C2BrF3N2 overall at a distorted geometry.

Computed properties:
Kohn-Sham gap (eV): 9.646
HOMO energy (hartree): -0.427

```
! RIJCOSX wB97M-V def2-TZVPD def2/J DEFGRID3
* xyz 0 1
N 0.86431 1.60450 -0.31811
F -0.14399 1.89910 -1.18193
Br -0.97106 -2.95385 -1.75636
C -0.52098 0.08553 0.99495
F 1.64388 0.51416 1.36523
C 0.61516 0.77597 0.62797
F 0.03655 -1.60890 -1.06034
N -1.52389 -0.31652 1.32858
*
```

In order of appearance, ΔE to the lowest compared entry with this formula, charge and spin = 11.62, 98.80 kcal/mol.
In order of appearance, electronic energy = -1720.354966, -3059.150470 hartree.